1.
C35H30HfN6O6Te as an isolated structure. Source: the Open Molecules 2025 dataset; level of theory: ωB97M-V/def2-TZVPD.

Cartesian coordinates (Å):
Hf: 0.174 0.064 -0.488
Te: -2.263 1.689 0.058
O: 0.166 -1.765 0.834
O: -0.520 0.815 -2.309
O: -1.657 -1.596 -0.340
O: 4.286 -1.449 -0.708
O: 4.149 0.623 1.094
O: -2.044 0.447 -3.916
N: 0.744 0.598 1.802
N: 2.429 -0.159 -0.245
N: 2.255 0.284 -2.986
N: 1.074 2.272 -0.527
N: 1.341 2.824 -1.715
N: 0.186 -1.678 -2.252
C: 0.294 0.497 4.139
C: 2.703 -0.382 -5.237
C: -0.627 -1.330 -3.227
C: -4.350 -0.410 1.549
C: 3.125 -0.626 -2.565
C: 1.640 -3.344 -1.269
C: 2.035 0.430 2.083
C: 0.768 -2.920 -2.297
C: 2.267 -4.555 -1.357
C: 1.262 3.240 0.366
C: 3.614 -1.328 -4.790
C: 2.991 0.312 0.928
C: -1.841 3.908 2.532
C: 1.701 4.107 -1.605
C: 3.832 -1.455 -3.431
C: -0.966 -2.157 -4.310
C: -3.968 0.738 2.443
C: 1.639 0.292 4.414
C: -0.378 -3.381 -4.394
C: 1.183 -5.040 -3.443
C: -0.118 0.631 2.826
C: -2.792 2.802 2.903
C: -3.084 1.749 2.028
C: -4.523 0.797 3.717
C: -4.863 1.876 5.965
C: -3.370 2.825 4.171
C: -4.236 1.832 4.599
C: 3.350 -0.778 -1.083
C: 1.667 4.419 -0.263
C: -1.002 -2.174 0.543
C: 2.044 -5.412 -2.452
C: 2.050 0.397 -4.297
C: -1.166 0.084 -3.178
C: 0.524 -3.790 -3.387
C: 2.536 0.251 3.361
H: 1.894 5.364 0.195
H: -2.037 4.288 1.529
H: -4.402 2.643 6.586
H: 4.142 -1.960 -5.493
H: -1.411 -3.033 1.089
H: 4.520 -2.176 -3.016
H: -0.808 3.544 2.529
H: -0.585 -4.051 -5.219
H: -5.201 0.009 4.028
H: -3.136 3.649 4.837
H: -4.762 0.918 6.478
H: -4.958 -1.133 2.093
H: 2.950 -4.853 -0.572
H: -1.903 4.727 3.248
H: 0.988 -5.691 -4.286
H: -4.920 -0.056 0.687
H: 1.312 1.132 -4.610
H: -1.162 0.761 2.578
H: -0.446 0.538 4.926
H: 2.551 -6.367 -2.497
H: 1.806 -2.708 -0.415
H: -1.667 -1.779 -5.040
H: 1.087 3.055 1.410
H: -5.930 2.098 5.900
H: 1.270 2.233 -2.531
H: -3.477 -0.914 1.135
H: 1.955 4.689 -2.473
H: 2.498 -0.251 -6.290
H: 1.973 0.157 5.434
H: 3.597 0.095 3.485

Force components x, y, z for each atom (eV/Å):
-0.1 0.0 0.3
-0.1 0.2 -0.1
0.1 0.2 0.0
-0.2 0.1 0.5
0.0 0.1 0.0
0.0 0.0 0.0
0.0 0.0 0.0
0.1 0.0 -0.1
0.0 -0.2 0.0
-0.1 -0.2 0.1
0.0 0.0 0.0
-0.2 0.2 -0.1
0.0 0.0 0.0
0.2 0.0 0.0
0.0 0.0 0.0
0.0 0.0 0.0
0.0 -0.1 0.0
0.0 0.0 0.0
0.0 -0.1 -0.1
0.1 0.0 0.0
0.3 -0.3 -0.3
-0.1 -0.1 -0.1
0.0 0.1 0.0
0.1 -0.1 0.0
0.0 0.0 0.0
0.1 0.0 0.0
0.1 0.0 0.0
0.0 -0.1 0.0
0.0 0.0 0.0
0.0 0.0 0.0
0.0 0.0 0.0
0.0 0.0 0.0
0.0 0.0 0.0
0.0 0.0 0.0
0.0 0.0 -0.1
0.1 0.1 -0.1
0.0 -0.2 0.0
0.0 0.0 0.0
0.0 0.0 0.1
0.0 0.0 0.0
0.0 0.0 -0.1
0.0 0.0 -0.1
0.0 0.0 0.0
0.0 0.1 -0.2
0.0 0.0 -0.1
0.0 0.0 0.0
0.1 -0.2 -0.1
0.0 0.0 0.0
-0.3 0.3 0.1
0.0 0.0 0.0
0.0 0.0 0.0
0.0 0.0 0.0
0.0 0.0 0.0
0.0 0.0 0.0
0.0 0.0 0.0
-0.1 0.0 0.0
0.0 0.0 0.0
0.0 0.0 0.0
0.0 0.0 0.0
0.0 0.0 0.0
0.0 0.0 0.0
0.0 0.0 0.0
0.0 0.0 0.0
0.0 0.0 0.0
0.0 0.0 0.0
0.0 0.0 0.0
0.1 0.0 0.0
0.0 0.0 0.0
0.0 0.0 0.0
0.0 0.0 0.0
0.0 0.0 0.0
0.0 0.0 0.0
0.0 0.0 0.0
0.0 0.0 0.1
0.0 0.0 0.0
0.0 0.0 0.0
0.0 0.0 0.0
0.0 0.0 0.0
0.0 0.0 0.0

Values from the calculation:
M = 936.8 g/mol
frontier orbital gap = 5.973 eV
net charge = 0

***

2.
C35H30N3OPPd as an isolated structure. Source: the Open Molecules 2025 dataset; level of theory: ωB97M-V/def2-TZVPD.

Cartesian coordinates (Å):
Pd: 1.170 -0.148 -0.594
P: -1.055 -0.946 0.968
O: 0.311 -1.609 0.576
N: 2.497 0.813 0.828
N: 1.693 1.488 -1.493
N: 1.232 -0.675 -2.730
C: 1.942 3.949 -2.647
C: 1.510 -3.067 -2.375
C: -0.813 0.309 3.379
C: 2.341 3.754 -1.338
C: -3.427 -1.773 2.071
C: 2.209 2.499 -0.773
C: -1.754 -1.269 -1.648
C: -2.089 -2.091 1.826
C: 2.851 -1.175 2.245
C: 1.458 2.885 -3.390
C: 3.596 2.492 2.709
C: 3.469 1.147 2.959
C: -0.610 1.382 4.232
C: 1.352 1.649 -2.792
C: -2.823 0.607 -0.564
C: -0.831 0.501 1.992
C: -3.699 -3.895 3.167
C: -0.443 2.659 3.711
C: -1.908 -0.452 -0.525
C: 1.123 -1.911 -3.244
C: 3.187 2.998 1.480
C: 0.565 0.307 -4.789
C: 0.993 0.401 -3.488
C: -3.357 0.063 -2.845
C: -4.229 -2.679 2.741
C: -2.370 -4.210 2.925
C: 0.703 -2.074 -4.560
C: -1.556 -3.309 2.251
C: -2.477 -1.011 -2.803
C: -3.534 0.867 -1.725
C: 2.922 0.300 1.992
C: -0.663 1.790 1.479
C: 2.639 2.128 0.576
C: -0.472 2.863 2.337
C: 0.404 -0.964 -5.326
H: 2.433 -1.710 1.404
H: 1.186 3.016 -4.427
H: -5.268 -2.445 2.931
H: 2.763 4.569 -0.767
H: 4.026 3.152 3.453
H: 2.243 -1.386 3.127
H: -1.124 -2.148 -1.589
H: -3.930 0.257 -3.743
H: 2.524 -2.921 -2.005
H: 0.062 -1.081 -6.346
H: -3.842 -0.828 1.740
H: -1.968 -5.159 3.257
H: 2.030 4.929 -3.098
H: 3.302 4.048 1.251
H: -0.603 1.227 5.304
H: 0.371 1.189 -5.383
H: -4.333 -4.601 3.688
H: 1.473 -4.004 -2.925
H: -4.244 1.684 -1.750
H: -0.519 -3.547 2.050
H: 3.797 0.725 3.901
H: -2.990 1.221 0.313
H: -0.738 1.973 0.415
H: -0.968 -0.682 3.791
H: -0.316 3.502 4.380
H: -0.376 3.865 1.935
H: -2.376 -1.665 -3.661
H: 0.853 -3.147 -1.507
H: 0.615 -3.071 -4.972
H: 3.855 -1.554 2.440

Force components x, y, z for each atom (eV/Å):
1.8 0.7 -0.2
0.6 -0.3 -0.4
-1.0 0.3 0.0
-0.8 -0.8 0.8
0.1 0.3 -0.7
-0.8 -1.2 0.5
0.0 0.2 -0.1
-0.1 0.1 0.0
0.1 0.0 -0.1
0.0 0.2 0.0
0.0 0.0 0.0
-0.1 0.0 -0.2
-0.2 0.0 0.0
0.1 -0.4 0.2
0.1 0.1 0.0
0.0 0.2 -0.1
0.0 0.1 0.1
0.1 -0.1 0.0
0.0 0.0 0.0
0.0 0.0 0.2
0.1 0.0 0.0
-0.1 0.1 0.4
0.0 0.0 0.0
0.0 0.0 0.0
-0.2 0.1 -0.2
0.1 0.1 0.0
0.1 0.2 0.1
0.0 0.1 -0.2
0.1 0.2 0.3
0.0 0.0 0.0
0.0 0.0 0.0
0.1 0.0 0.0
0.0 0.0 0.0
-0.1 0.0 0.0
0.0 0.0 0.0
0.0 -0.1 0.0
-0.1 0.0 -0.1
0.0 0.0 0.1
0.0 0.0 -0.2
0.0 0.0 0.0
-0.1 0.0 -0.1
0.0 0.0 -0.1
0.0 0.0 0.0
0.0 0.0 0.0
0.0 0.0 0.0
0.0 0.0 0.0
0.0 0.0 0.0
0.1 0.0 0.0
0.0 0.0 0.0
0.0 0.0 0.0
0.0 0.0 0.0
0.0 0.0 0.0
0.0 0.0 0.0
0.0 0.0 0.0
0.0 0.0 0.0
0.0 0.0 0.0
0.0 0.0 0.0
0.0 0.0 0.0
0.0 0.0 0.0
0.0 0.0 0.0
0.0 0.0 0.0
0.0 0.0 0.0
0.0 0.0 0.0
0.1 0.0 -0.1
0.0 0.0 0.0
0.0 0.0 0.0
0.0 0.0 0.0
0.0 0.0 0.0
0.0 0.0 0.1
0.0 0.0 0.0
0.0 0.1 0.0

Values from the calculation:
M = 646.0 g/mol
frontier orbital gap = 7.451 eV
net charge = +2

***

3.
A 2-piece molecular cluster, C35H30N4O2 overall. Source: the Open Molecules 2025 dataset; level of theory: ωB97M-V/def2-TZVPD.

Cartesian coordinates (Å):
O: -5.268 6.260 2.794
O: -5.141 6.636 0.630
N: -4.473 -1.512 2.396
N: 1.612 4.149 -2.216
N: -5.127 5.861 1.615
N: -0.122 -5.865 0.738
C: 3.415 5.564 -1.365
C: -4.761 4.021 0.048
C: 1.106 -6.499 1.116
C: 5.726 5.053 -1.867
C: -4.946 3.567 2.453
C: 1.194 -7.136 2.364
C: 0.300 3.303 -0.299
C: 2.202 -6.515 0.243
C: 0.057 0.871 0.076
C: 3.498 -7.716 1.902
C: 4.771 5.866 -1.240
C: -0.933 -2.397 1.836
C: 5.321 3.951 -2.632
C: -0.847 -3.776 1.829
C: 2.390 -7.737 2.759
C: -0.202 2.240 0.433
C: -4.772 2.216 2.223
C: -0.782 -6.490 -0.420
C: -4.944 4.473 1.373
C: 0.245 -2.307 -0.276
C: 3.403 -7.105 0.645
C: -4.578 2.676 -0.193
C: -0.373 -1.586 0.789
C: 0.333 -3.688 -0.283
C: -4.368 0.346 0.633
C: -4.569 1.719 0.885
C: -0.494 -0.167 0.885
C: 0.873 0.687 -1.079
C: -0.195 -4.446 0.771
C: 3.010 4.444 -2.110
C: -4.427 -0.619 1.629
C: 1.334 1.748 -1.838
C: 3.962 3.661 -2.774
C: 1.071 4.229 -3.583
C: 1.088 3.072 -1.449
H: -1.290 -4.387 2.619
H: -1.651 -5.887 -0.703
H: 3.626 2.817 -3.379
H: 0.306 -7.137 2.996
H: 2.453 -8.222 3.735
H: 0.010 4.493 -3.522
H: -1.111 -7.493 -0.128
H: 0.836 -4.200 -1.107
H: 1.164 -0.299 -1.408
H: -5.091 3.960 3.457
H: -0.810 2.427 1.320
H: -4.769 4.756 -0.753
H: 6.056 3.310 -3.124
H: 4.439 -8.181 2.210
H: 0.110 4.341 -0.015
H: -0.102 -6.578 -1.279
H: 1.928 1.559 -2.735
H: 1.614 5.005 -4.130
H: 0.663 -1.795 -1.131
H: 4.258 -7.084 -0.034
H: -1.466 -1.891 2.642
H: 5.079 6.735 -0.656
H: -4.226 -0.005 -0.390
H: 1.159 3.270 -4.114
H: -4.441 2.324 -1.220
H: -4.790 1.525 3.072
H: 6.791 5.280 -1.763
H: -1.077 0.180 1.742
H: 2.105 -6.045 -0.737
H: 2.636 6.173 -0.906

Force components x, y, z for each atom (eV/Å):
0.2 -0.6 -1.8
0.0 -1.1 1.5
0.3 1.5 -1.0
-0.5 0.6 -0.2
-0.3 2.0 0.3
-0.8 -0.3 0.1
0.0 -0.5 -0.2
0.0 0.0 0.5
0.5 -0.2 0.3
-0.1 -0.1 0.0
0.0 0.0 -0.3
0.1 0.3 -0.4
0.4 0.0 -0.4
0.0 0.0 0.4
0.3 0.9 -0.4
-0.1 0.1 0.0
0.0 -0.2 -0.2
-0.1 0.7 -0.2
-0.2 0.2 0.0
0.3 -0.5 -0.3
0.1 0.1 -0.3
-0.1 -0.6 0.1
0.1 0.3 -0.4
0.2 0.2 0.1
0.2 -0.9 -0.2
0.0 -0.1 -0.1
-0.2 -0.1 0.1
0.1 -0.2 0.4
-0.1 -0.9 0.1
0.0 0.4 0.1
0.4 0.6 -0.6
0.0 0.4 0.2
-0.2 -0.1 0.0
-0.1 0.1 -0.1
0.0 0.4 0.2
0.5 0.1 0.2
-0.1 -2.1 1.3
-0.1 -0.2 0.3
0.1 0.2 0.4
-0.1 -0.2 0.3
-0.2 -0.2 0.4
0.1 0.3 -0.2
0.1 -0.2 0.0
0.2 0.2 0.1
0.3 0.0 -0.1
0.0 0.1 -0.3
0.2 0.0 -0.1
0.0 0.2 -0.1
-0.2 0.3 0.2
0.0 0.3 0.1
0.0 -0.1 -0.2
0.1 0.0 -0.3
0.0 -0.2 0.1
-0.2 0.3 0.2
-0.4 0.2 -0.1
0.0 -0.4 0.0
-0.2 0.0 0.0
-0.2 0.0 0.4
-0.2 -0.2 0.1
-0.2 -0.2 0.2
-0.2 -0.1 0.3
0.1 -0.2 -0.2
-0.1 -0.3 -0.2
-0.1 0.1 0.3
0.0 0.2 -0.1
0.0 0.1 0.4
0.0 0.2 -0.4
-0.4 -0.1 0.0
0.1 -0.1 -0.2
0.2 -0.1 0.3
0.3 -0.1 0.0

Values from the calculation:
M = 538.7 g/mol
frontier orbital gap = 3.050 eV
net charge = 0

***

It is found that the relative energy (zero: lowest compared OMol25 entry of this formula, charge and spin) values, taken in the order of the records, are 21.87 18.82 34.95 kcal per mole.